Entry 1:
Entry from the OMol25 dataset: a molecular structure, C8H23KO4 at a distorted geometry (wB97M-V/def2-TZVPD).

```
36
Properties=species:S:1:pos:R:3
K -0.054 0.324 1.382
C 1.170 -3.611 1.163
C 1.387 -2.530 2.215
O 2.078 -1.453 1.731
H 2.130 -3.873 0.716
H 0.492 -3.267 0.373
H 0.729 -4.523 1.597
H 1.926 -2.979 3.077
H 0.353 -2.248 2.609
C -1.720 -1.377 -2.935
C -2.480 -1.116 -1.689
O -1.679 -0.208 -0.886
H -2.253 -2.086 -3.558
H -0.740 -1.783 -2.678
H -1.542 -0.449 -3.485
H -2.595 -2.074 -1.161
H -3.462 -0.689 -1.891
H -2.273 0.024 -0.159
C -2.043 3.998 1.039
C -1.461 3.682 2.369
O -0.140 3.112 2.167
H -2.958 4.575 1.185
H -2.324 3.090 0.498
H -1.335 4.553 0.436
H -2.095 2.981 2.930
H -1.381 4.595 2.969
H 0.312 3.042 3.018
C 1.763 0.468 -1.996
C 3.017 -0.001 -1.275
O 3.039 -1.347 -0.949
H 0.826 0.371 -1.431
H 1.620 -0.108 -2.913
H 1.896 1.531 -2.237
H 3.143 0.587 -0.345
H 3.858 0.221 -1.931
H 2.798 -1.429 0.048
```

DFT total energy ... -33182.7606 eV
E_LUMO ... -0.68 eV
Total charge ... 0
Energy above the lowest of the compared OMol25 structures with the same formula, charge and spin ... 0.0 kcal/mol
Orbital gap ... 6.2 eV



Entry 2:
Entry from the OMol25 dataset: a molecular structure, C8H24Be2O12Ti at a distorted geometry (wB97M-V/def2-TZVPD).

```
47
Properties=species:S:1:pos:R:3
Ti -15.709 2.302 -7.439
Be -12.691 3.330 -9.130
Be -15.829 2.512 -10.980
C -15.242 4.422 -9.182
O -14.489 4.306 -8.161
O -16.409 3.863 -9.177
O -14.602 4.287 -10.300
C -14.394 1.126 -9.578
O -15.669 0.936 -9.676
O -13.836 1.166 -8.423
O -13.812 1.732 -10.562
C -19.555 4.995 -8.086
O -18.536 5.894 -8.474
H -20.451 5.516 -7.766
H -19.825 4.307 -8.896
H -19.182 4.335 -7.292
H -17.788 5.371 -8.782
C -11.938 3.772 -5.933
O -11.755 2.763 -6.945
H -12.087 3.288 -4.967
H -11.041 4.387 -5.896
H -12.821 4.377 -6.127
H -11.490 1.949 -6.508
C -15.168 7.479 -7.008
O -14.311 6.474 -6.482
H -16.192 7.130 -7.164
H -15.170 8.339 -6.344
H -14.776 7.799 -7.982
H -14.458 5.630 -6.931
C -14.368 7.585 -11.377
O -14.019 6.346 -11.966
H -15.328 7.479 -10.861
H -13.653 7.895 -10.606
H -14.377 8.361 -12.136
H -14.120 5.623 -11.328
C -14.730 3.260 -14.463
O -14.967 3.472 -13.060
H -13.838 3.801 -14.774
H -14.636 2.205 -14.700
H -15.616 3.671 -14.950
H -14.806 4.407 -12.866
C -11.928 6.618 -8.453
O -11.391 5.291 -8.580
H -11.633 7.110 -7.521
H -11.438 7.237 -9.209
H -13.008 6.596 -8.506
H -10.437 5.414 -8.541
```

DFT total energy ... -57162.7469 eV
E_LUMO (spin up / spin down) ... -4.77 / -5.00 eV
Total charge ... +1
Energy above the lowest of the compared OMol25 structures with the same formula, charge and spin ... 16.4 kcal/mol
<S²> ... 3.7570
Multiplicity ... 4
Orbital gap (spin up / spin down) ... 4.5 / 7.5 eV



Entry 3:
Entry from the OMol25 dataset: a molecular structure, C8H24ClINOP2Re at a distorted geometry (wB97M-V/def2-TZVPD).

```
39
Properties=species:S:1:pos:R:3
C 1.401 -1.235 -1.892
C 0.634 -1.765 -0.798
H 1.769 -2.077 -2.516
H 2.283 -0.672 -1.531
H 0.799 -0.563 -2.530
O 0.163 -2.798 -0.433
I 1.007 3.265 -0.478
Re -0.112 1.093 0.347
P -1.595 0.465 -1.148
C -2.504 -1.152 -0.942
C -3.171 1.434 -1.094
H -3.406 1.791 -2.103
H -2.295 0.812 -3.468
H -3.073 2.279 -0.408
H -0.583 1.266 -3.204
H -3.035 -1.148 0.021
H -3.982 0.780 -0.753
C -1.353 0.518 -2.974
H -3.234 -1.244 -1.752
H -1.068 -0.464 -3.383
H -1.813 -2.004 -0.971
P 1.704 -0.052 1.045
C 1.701 -1.583 2.058
C 3.446 0.059 0.475
H 0.968 2.007 2.348
H 2.716 1.678 2.390
H 1.590 0.680 3.363
C 1.727 1.209 2.412
H 3.529 0.862 -0.264
H 4.096 0.293 1.327
H 2.643 -1.666 2.608
H 1.573 -2.457 1.407
H 3.790 -0.887 0.039
H 0.863 -1.566 2.766
Cl -1.487 2.919 1.294
N -1.255 0.080 1.963
H -1.726 0.833 2.477
H -0.726 -0.445 2.658
H -1.986 -0.550 1.645
```

DFT total energy ... -53522.3146 eV
E_LUMO (spin up / spin down) ... -12.97 / -14.04 eV
Total charge ... +3
Energy above the lowest of the compared OMol25 structures with the same formula, charge and spin ... 7.1 kcal/mol
<S²> ... 3.7771
Multiplicity ... 4
Orbital gap (spin up / spin down) ... 6.7 / 5.5 eV



Entry 4:
Entry from the OMol25 dataset: a molecular structure, C8H24ClINOP2Tm at a distorted geometry (wB97M-V/def2-TZVPD).

```
39
Properties=species:S:1:pos:R:3
C -1.814 2.611 -0.438
C -1.874 1.166 -0.613
H -2.783 3.090 -0.766
H -0.954 3.034 -1.030
H -1.608 2.858 0.642
O -2.667 0.332 -1.014
I 2.408 -1.810 0.757
Tm 0.228 -0.103 0.079
P -0.820 -0.220 2.458
C -1.654 -1.823 2.618
C 0.624 -0.218 3.558
H 0.220 0.041 4.549
H -2.203 0.871 3.952
H 1.353 0.532 3.206
H -1.395 2.074 2.797
H -0.956 -2.640 2.354
H 1.106 -1.208 3.523
C -1.940 1.116 2.906
H -1.946 -1.869 3.677
H -2.808 1.090 2.219
H -2.533 -1.844 1.951
P 1.066 0.279 -2.355
C 0.668 -1.206 -3.317
C 0.453 1.751 -3.191
H 3.119 0.995 -1.298
H 3.222 0.830 -3.112
H 3.268 -0.640 -2.000
C 2.869 0.372 -2.174
H 0.713 2.632 -2.572
H 0.983 1.718 -4.160
H 1.167 -1.041 -4.284
H -0.427 -1.283 -3.432
H -0.646 1.665 -3.289
H 1.061 -2.105 -2.807
Cl 1.230 2.125 0.701
N -1.044 -2.079 -0.621
H -0.502 -2.545 -1.336
H -1.139 -2.690 0.174
H -1.987 -1.832 -0.994
```

DFT total energy ... -80938.5031 eV
E_LUMO (spin up / spin down) ... -11.35 / -11.54 eV
Total charge ... +2
Energy above the lowest of the compared OMol25 structures with the same formula, charge and spin ... 0.0 kcal/mol
<S²> ... 2.0112
Multiplicity ... 3
Orbital gap (spin up / spin down) ... 4.0 / 3.7 eV



Entry 5:
Entry from the OMol25 dataset: a molecular structure, C8H24F2NaO4S4 at a distorted geometry (wB97M-V/def2-TZVPD).

```
43
Properties=species:S:1:pos:R:3
Na -18.463 11.949 -26.265
F -19.022 11.950 -23.953
F -16.516 10.898 -27.201
C -16.232 14.122 -25.747
S -16.825 14.287 -27.507
O -18.275 13.848 -27.587
C -17.010 16.103 -27.384
H -16.987 14.344 -24.992
H -15.292 14.572 -25.428
H -16.134 13.050 -25.577
H -17.472 16.486 -28.294
H -16.034 16.564 -27.231
H -17.636 16.453 -26.563
C -17.814 8.493 -24.887
S -19.101 7.657 -23.910
O -19.341 6.263 -24.541
C -20.546 8.544 -24.656
H -17.808 9.565 -24.687
H -17.892 8.446 -25.973
H -16.813 8.192 -24.579
H -21.474 8.127 -24.263
H -20.434 8.403 -25.731
H -20.469 9.603 -24.408
C -21.728 8.553 -29.084
S -20.061 9.261 -28.699
O -20.187 10.049 -27.386
C -19.142 7.669 -28.335
H -22.362 9.362 -29.446
H -22.154 8.238 -28.131
H -21.491 7.767 -29.801
H -19.094 7.007 -29.200
H -19.609 7.182 -27.480
H -18.083 7.826 -28.132
C -20.226 14.984 -25.101
S -19.637 16.178 -23.833
O -19.254 17.430 -24.638
C -21.160 16.590 -22.908
H -20.644 14.077 -24.665
H -19.441 14.568 -25.733
H -21.015 15.481 -25.665
H -21.799 17.361 -23.341
H -20.809 16.834 -21.906
H -21.749 15.674 -22.876
```

DFT total energy ... -70067.0982 eV
E_LUMO ... 2.21 eV
Total charge ... -1
Energy above the lowest of the compared OMol25 structures with the same formula, charge and spin ... 17.8 kcal/mol
Orbital gap ... 7.7 eV



Entry 6:
Entry from the OMol25 dataset: a molecular structure, C8H24FKO4 at a distorted geometry (wB97M-V/def2-TZVPD).

```
38
Properties=species:S:1:pos:R:3
K -23.852 4.461 7.150
F -22.275 3.751 9.136
C -18.354 4.035 6.248
C -19.616 4.203 7.030
O -19.817 3.083 7.856
H -18.139 4.934 5.676
H -18.453 3.183 5.572
H -17.543 3.811 6.941
H -20.479 4.376 6.353
H -19.566 5.098 7.660
H -20.600 3.282 8.445
C -19.981 2.027 11.195
C -19.171 3.282 11.470
O -18.057 3.393 10.576
H -20.735 1.923 11.986
H -19.385 1.117 11.184
H -20.551 2.173 10.280
H -18.727 3.242 12.467
H -19.831 4.154 11.412
H -18.410 3.310 9.679
C -20.218 7.976 10.655
C -20.618 6.733 9.901
O -21.432 5.934 10.734
H -19.546 8.545 10.002
H -19.614 7.695 11.519
H -21.064 8.579 10.970
H -19.705 6.187 9.644
H -21.177 7.001 8.993
H -21.948 5.272 10.237
C -23.986 -0.862 11.270
C -22.892 0.135 10.918
O -23.423 1.044 9.915
H -24.449 -0.606 12.220
H -23.601 -1.881 11.343
H -24.742 -0.880 10.486
H -21.981 -0.335 10.537
H -22.639 0.717 11.809
H -22.843 1.813 9.808
```

DFT total energy ... -35917.9838 eV
E_LUMO ... -1.24 eV
Total charge ... 0
Energy above the lowest of the compared OMol25 structures with the same formula, charge and spin ... 13.5 kcal/mol
Orbital gap ... 7.8 eV